[1]
Entry from OMol25: a 2-piece molecular cluster, C3H11ClN3 overall in a non-equilibrium geometry (ωB97M-V/def2-TZVPD).

Geometry (Å):
Cl  -0.93  -2.40  2.53
C  -1.08  -1.70  4.14
H  -0.32  -2.12  4.82
H  -2.08  -1.91  4.56
H  -0.95  -0.60  4.10
C  -0.06  0.40  -1.15
N  0.95  -0.11  -0.44
N  0.19  1.14  -2.22
N  -1.33  0.16  -0.77
C  1.53  1.45  -2.70
H  1.91  0.07  -0.73
H  0.75  -0.68  0.38
H  -0.61  1.52  -2.74
H  -2.10  0.55  -1.31
H  -1.51  -0.41  0.05
H  1.44  2.08  -3.60
H  2.09  0.54  -2.97
H  2.11  2.01  -1.94

Net charge: +1
LUMO level (eV): -2.928
Gap between HOMO and LUMO (Ha): 0.403
E (eV): -20276.958
HOMO (eV): -13.90


[2]
Entry from OMol25: the molecule C9H9N3S in a non-equilibrium geometry (ωB97M-V/def2-TZVPD).

Geometry (Å):
C  -2.20  -1.87  -2.18
C  -1.65  -0.55  -1.92
C  -0.69  -0.41  -0.80
N  -0.48  0.67  -0.21
C  0.48  0.67  0.76
C  1.69  0.10  0.48
C  2.71  -0.01  1.42
C  2.47  0.39  2.74
C  1.21  0.95  3.00
C  0.23  1.17  2.01
N  -2.02  0.42  -2.72
N  -2.13  1.63  -2.90
S  -1.33  2.77  -3.63
H  -3.08  -1.78  -2.69
H  -1.47  -2.62  -2.58
H  -2.44  -2.20  -1.06
H  -0.22  -1.38  -0.39
H  1.93  -0.36  -0.51
H  3.63  -0.50  1.21
H  3.08  0.13  3.66
H  1.06  1.28  4.07
H  -0.76  1.51  2.24

Net charge: 0
LUMO level (eV): -0.370
Gap between HOMO and LUMO (Ha): 0.276
Structure (SMILES): CC(/C=N/c1ccccc1)=N/N=S
E (eV): -24780.410
HOMO (eV): -7.89


[3]
Entry from OMol25: C6H9FeO4 as an isolated structure in a non-equilibrium geometry (ωB97M-V/def2-TZVPD).

Geometry (Å):
O  3.60  -0.55  0.07
C  2.58  -1.26  -0.19
O  2.32  -1.51  -1.41
O  1.68  -1.33  0.75
C  0.43  -0.59  0.77
Fe  4.08  -0.91  -1.76
H  0.61  -0.20  -0.24
H  0.44  -0.66  1.87
C  -1.44  -1.31  1.24
C  -1.95  -0.08  0.77
H  -1.39  -2.20  0.61
H  -1.61  -1.50  2.31
H  -2.88  -0.10  0.20
C  -0.98  0.91  0.41
C  -1.26  1.67  -0.86
O  -0.13  2.46  -1.20
H  -0.51  1.52  1.18
H  -2.15  2.31  -0.70
H  -1.50  0.97  -1.68
H  0.05  2.36  -2.14

Net charge: +2
LUMO level (alpha / beta) (eV): -9.210 / -10.371
⟨S²⟩: 8.77
2S+1: 6
Gap between HOMO and LUMO (alpha / beta) (Ha): 0.276 / 0.233
E (eV): -48917.810
HOMO (alpha / beta) (eV): -16.73 / -16.71


[4]
Entry from OMol25: a 14-piece molecular cluster, C4H37N2O13S overall in a non-equilibrium geometry (ωB97M-V/def2-TZVPD).

Geometry (Å):
C  -0.41  -0.03  -0.50
N  -1.55  -0.44  0.33
C  -2.64  -1.24  -0.35
N  -2.90  -2.63  0.13
C  0.23  -1.13  -1.35
C  1.01  -0.46  -2.53
S  2.83  -1.00  -2.40
H  -0.75  0.82  -1.12
H  0.28  0.47  0.21
H  -1.23  -0.87  1.20
H  -2.46  -1.34  -1.41
H  -3.46  -0.62  0.00
H  -2.39  -2.79  0.99
H  -2.61  -3.34  -0.53
H  -0.61  -1.73  -1.71
H  1.04  -1.72  -0.92
H  0.55  -0.68  -3.50
H  1.16  0.63  -2.45
H  -2.88  -1.54  -2.85
H  -2.16  -1.73  -4.10
O  -2.71  -2.25  -3.48
H  3.61  1.48  3.15
H  2.84  0.20  3.28
O  3.55  0.70  3.71
H  -0.69  3.31  1.61
H  -1.59  2.57  0.59
O  -1.14  3.42  0.76
H  -2.74  0.91  0.40
H  -3.58  2.22  0.47
O  -3.12  1.63  -0.14
H  1.34  -2.02  1.54
H  0.71  -3.46  1.25
O  0.74  -2.72  1.87
H  -2.76  1.44  -2.09
H  -1.43  1.19  -2.95
O  -2.39  1.06  -2.89
H  -1.95  0.73  3.34
H  -0.61  1.24  2.96
O  -1.54  1.52  2.98
H  2.57  2.01  -1.20
H  3.36  0.66  -1.17
O  3.34  1.59  -0.79
H  2.56  3.71  1.36
H  3.03  2.28  0.84
O  3.09  2.94  1.57
H  3.31  -0.60  0.91
H  2.34  0.26  0.50
O  2.47  -0.30  1.30
H  1.01  -0.29  3.35
H  0.35  -1.56  3.12
O  0.14  -0.68  3.50
H  0.10  3.35  -0.47
H  0.29  2.90  -1.92
O  0.79  3.17  -1.15
H  0.55  -3.44  -1.42
H  2.02  -3.87  -1.06
O  1.10  -3.93  -0.79

Net charge: -1
LUMO level (eV): 2.409
Gap between HOMO and LUMO (Ha): 0.249
E (eV): -45183.679
HOMO (eV): -4.37


[5]
Entry from OMol25: C18H16AlBrN11O2 as an isolated structure in a non-equilibrium geometry (ωB97M-V/def2-TZVPD).

Geometry (Å):
Al  0.00  0.00  0.00
O  1.01  4.17  0.20
C  2.21  4.02  -0.45
C  3.00  5.15  -0.58
C  4.24  5.06  -1.22
C  4.67  3.84  -1.72
C  3.86  2.70  -1.58
C  2.61  2.76  -0.95
C  1.82  1.44  -0.78
O  0.55  1.69  -0.46
N  2.39  0.70  0.36
N  1.60  -0.34  0.71
C  1.66  -0.70  1.95
C  0.56  -1.51  2.47
Br  -1.09  -0.95  1.79
C  0.69  -2.51  3.36
C  1.95  -3.05  3.89
C  3.03  -3.37  3.05
C  4.19  -3.94  3.57
C  4.28  -4.22  4.94
C  3.20  -3.93  5.78
C  2.04  -3.35  5.25
H  0.58  3.27  0.07
H  2.65  6.10  -0.18
H  4.86  5.95  -1.32
H  5.63  3.75  -2.21
H  4.22  1.74  -1.96
H  2.03  0.85  -1.68
H  2.38  1.40  1.10
H  2.42  -0.35  2.66
H  -0.20  -3.01  3.72
H  2.98  -3.18  1.98
H  5.02  -4.17  2.91
H  5.18  -4.67  5.34
H  3.27  -4.16  6.84
H  1.21  -3.14  5.92
N  -1.79  2.67  -0.57
C  -1.43  2.39  0.72
N  -1.79  3.18  1.76
N  -1.26  2.59  2.85
N  -0.60  1.48  2.48
N  -0.70  1.33  1.12
C  -1.44  1.88  -1.63
N  -1.81  2.18  -2.90
N  -1.28  1.19  -3.66
N  -0.61  0.33  -2.86
N  -0.70  0.75  -1.57
H  -2.34  3.49  -0.74
H  -1.46  -0.60  -0.22

Net charge: -1
LUMO level (alpha / beta) (eV): 1.090 / 1.090
Gap between HOMO and LUMO (alpha / beta) (Ha): 0.192 / 0.192
E (eV): -116044.583
HOMO (alpha / beta) (eV): -4.14 / -4.14


[6]
Entry from OMol25: a 6-piece molecular cluster, C28H35NO17 overall in a non-equilibrium geometry (ωB97M-V/def2-TZVPD).

Geometry (Å):
C  3.94  0.50  1.09
C  2.82  1.30  0.15
C  2.86  2.87  0.68
C  1.39  0.54  0.42
C  0.35  0.62  -0.89
C  -1.03  1.35  -0.28
C  -0.84  2.98  0.04
C  -2.11  3.80  0.69
C  -3.51  3.02  1.03
C  -3.67  1.42  0.68
C  -2.43  0.56  0.03
C  -5.19  1.00  1.14
O  -5.87  -0.12  0.85
N  -5.61  2.20  2.01
C  -4.92  3.51  1.70
O  -5.29  4.79  1.88
H  4.94  1.12  1.04
H  3.51  0.50  2.19
H  4.01  -0.58  0.63
H  3.09  1.25  -1.01
H  3.23  3.61  -0.18
H  3.69  2.97  1.53
H  1.85  3.22  1.18
H  0.89  1.06  1.35
H  1.59  -0.59  0.66
H  0.01  -0.49  -1.19
H  0.81  1.20  -1.80
H  0.18  3.50  -0.20
H  -2.04  4.94  0.97
H  -2.56  -0.58  -0.21
H  -5.34  1.96  3.00
O  6.49  2.34  1.01
C  6.64  3.28  1.77
O  6.91  3.14  3.11
C  7.23  4.43  3.59
C  6.57  5.35  2.61
O  6.57  4.59  1.41
H  6.86  4.57  4.61
H  8.32  4.54  3.59
H  5.54  5.58  2.89
H  7.12  6.28  2.48
O  -1.95  0.39  -4.47
C  -2.86  -0.32  -4.09
O  -4.13  -0.29  -4.60
C  -4.82  -1.40  -4.07
C  -4.07  -1.70  -2.82
O  -2.76  -1.26  -3.10
H  -5.87  -1.15  -3.89
H  -4.77  -2.22  -4.80
H  -4.45  -1.14  -1.96
H  -4.08  -2.77  -2.57
O  2.56  -1.64  3.20
C  2.45  -2.77  2.74
O  3.46  -3.69  2.72
C  2.88  -4.92  2.32
C  1.66  -4.50  1.57
O  1.32  -3.27  2.18
H  3.58  -5.49  1.70
H  2.64  -5.51  3.21
H  1.86  -4.32  0.51
H  0.84  -5.22  1.66
O  -1.83  -5.70  -5.37
C  -2.26  -5.03  -6.30
O  -3.53  -4.52  -6.37
C  -3.55  -3.63  -7.46
C  -2.43  -4.11  -8.32
O  -1.53  -4.68  -7.40
H  -4.52  -3.67  -7.97
H  -3.39  -2.61  -7.09
H  -2.75  -4.88  -9.03
H  -1.95  -3.29  -8.88
O  -3.89  0.44  4.38
C  -2.71  0.14  4.32
O  -1.68  0.97  4.68
C  -0.50  0.18  4.68
C  -0.84  -0.94  3.75
O  -2.24  -1.07  3.88
H  0.35  0.77  4.34
H  -0.31  -0.16  5.70
H  -0.60  -0.70  2.71
H  -0.33  -1.87  4.03

Net charge: 0
LUMO level (eV): -1.106
Gap between HOMO and LUMO (Ha): 0.276
Structure (SMILES): CC(C)CCc1ccc2c(c1)C(=O)NC2=O.O=C1OCCO1.O=C1OCCO1.O=C1OCCO1.O=C1OCCO1.O=C1OCCO1
E (eV): -65889.105
HOMO (eV): -8.61